Entry from the OMol25 dataset: a molecular structure, C14H46AsF6N14O8 (ωB97M-V/def2-TZVPD).

XYZ file:
```
89
Properties=species:S:1:pos:R:3:mulliken_charge:R:1
As 2.150 13.498 -17.923 2.077
F 1.496 14.995 -17.302 -0.380
F 3.595 13.793 -16.982 -0.339
F 2.827 11.978 -18.415 -0.504
F 0.751 13.336 -18.901 -0.448
F 2.959 14.261 -19.257 -0.404
F 1.425 12.716 -16.547 -0.789
C 6.910 11.926 -16.991 0.548
O 7.962 11.456 -16.593 -0.684
N 5.691 11.617 -16.428 -0.253
N 6.833 12.935 -17.917 -0.298
H 4.871 11.941 -16.908 0.050
H 5.721 10.871 -15.760 0.194
H 7.668 13.373 -18.253 0.185
H 5.954 13.309 -18.231 0.177
C 0.034 14.947 -22.700 0.570
O -0.163 16.054 -22.225 -0.687
N 0.564 13.904 -21.993 -0.320
N -0.148 14.657 -24.027 -0.382
H 0.910 13.096 -22.477 0.201
H 0.733 13.949 -21.004 0.146
H -0.567 15.383 -24.576 0.222
H 0.154 13.798 -24.441 0.184
C -2.304 11.610 -16.957 0.587
O -1.834 10.703 -17.633 -0.737
N -3.631 11.608 -16.609 -0.442
N -1.533 12.617 -16.467 -0.229
H -4.148 10.895 -17.090 0.261
H -4.061 12.401 -16.175 0.185
H -0.550 12.553 -16.668 0.115
H -1.866 13.218 -15.737 0.185
C 4.051 17.879 -17.340 0.553
O 4.635 18.938 -17.183 -0.718
N 4.646 16.744 -17.833 -0.192
N 2.794 17.682 -16.831 -0.174
H 4.105 15.908 -17.968 -0.025
H 5.646 16.716 -17.873 0.171
H 2.283 18.474 -16.494 0.193
H 2.326 16.822 -17.063 0.099
C -0.803 16.885 -14.919 0.449
O -1.802 17.515 -14.596 -0.705
N -0.483 16.539 -16.203 -0.213
N 0.108 16.417 -14.010 -0.191
H -0.901 17.055 -16.954 0.223
H 0.268 15.888 -16.385 0.028
H 0.055 16.697 -13.050 0.192
H 0.800 15.711 -14.271 0.258
C 1.637 8.673 -17.961 0.384
O 1.306 7.506 -17.822 -0.689
N 0.765 9.749 -17.958 -0.193
N 2.927 9.070 -18.128 -0.271
H -0.197 9.635 -17.660 0.288
H 1.209 10.541 -17.514 0.121
H 3.111 10.037 -18.332 0.282
H 3.675 8.424 -18.289 0.178
C 2.065 13.964 -12.232 -1.572
C 3.167 14.339 -13.237 0.155
C 4.090 13.123 -13.355 -0.359
O 4.457 12.552 -12.118 -0.424
C 5.473 13.242 -11.469 -0.728
N 2.480 14.711 -14.487 -0.104
H 2.407 13.732 -11.222 0.370
H 1.558 13.038 -12.528 0.329
H 1.298 14.733 -12.142 0.380
H 3.689 15.197 -12.814 0.457
H 5.009 13.421 -13.891 0.462
H 3.691 12.356 -14.024 0.163
H 5.402 14.336 -11.423 0.287
H 6.492 13.033 -11.830 0.311
H 5.506 12.943 -10.416 0.296
H 2.052 13.886 -14.903 -0.058
H 3.266 14.950 -15.093 -0.062
C 4.145 16.507 -21.194 -1.162
C 3.837 16.647 -22.678 0.477
C 3.652 15.302 -23.388 -0.484
O 3.362 15.575 -24.727 -0.323
C 3.023 14.443 -25.488 -0.544
N 2.605 17.446 -22.775 -0.745
H 3.300 16.211 -20.582 0.048
H 4.505 17.469 -20.829 0.345
H 4.981 15.808 -21.083 0.360
H 4.634 17.148 -23.232 0.312
H 2.890 14.677 -22.906 0.135
H 4.608 14.768 -23.222 0.447
H 2.101 14.023 -25.068 -0.008
H 3.784 13.682 -25.247 0.349
H 2.930 14.500 -26.567 0.294
H 2.129 17.290 -23.654 0.303
H 1.974 17.152 -22.039 0.256
```

Calculated values
Lowest unoccupied orbital energy = 2.135 eV
Largest force on an atom = 0.0493 hartree/bohr
Net charge = -1
Gap between HOMO and LUMO = 8.978 eV
Relative energy (zero: lowest compared OMol25 entry of this formula, charge and spin) = 0.0 kcal/mol
Highest occupied orbital energy = -6.84 eV